DFT (the ωB97M-V functional and the def2-TZVPD basis) results for a structure of composition C24H61BrNbO20S8 at a distorted geometry.

- HOMO level: -5.04 eV
- Total charge: -1
- Frontier orbital gap: 6.7 eV
- DFT total energy: -225095.86803 eV

CARTESIAN COORDINATES (ANGSTROEM)
Nb 1.6360 0.8537 -0.3764
Br -1.5487 0.0208 1.4759
S 2.8259 -10.8612 -1.9575
S -1.6725 7.8122 2.5227
S -6.1954 -2.7240 -0.4883
S 5.6343 -5.4334 0.2634
S -1.1869 5.8987 -3.2272
S 2.0071 3.2762 -0.5738
S 0.0556 0.6950 5.6357
S 2.4956 0.4656 -2.8614
O -1.5498 5.9199 -4.6134
O -2.3196 8.2072 1.3071
O -5.0183 -2.1918 -1.0994
O -1.1833 7.3918 -2.6768
O -2.0544 8.4458 3.7483
O 4.1281 -11.4495 -1.8844
O 2.9665 1.6994 -3.4999
O 6.8251 -4.6724 0.4776
O 4.4026 -5.0149 0.8551
O 1.1760 1.4389 5.1558
O -1.9315 5.0708 -2.3279
O 2.7495 -9.8622 -3.1813
O -0.9749 0.2827 4.7381
O -0.6003 1.5052 6.8453
O -0.1048 7.9290 2.3219
O 5.4102 -5.6653 -1.2885
O 3.4428 -0.6608 -2.8676
O -7.3325 -3.0338 -1.3009
O 2.2852 -10.2217 -0.7966
O -6.6262 -1.7626 0.6969
C 1.1714 -0.0994 -3.9579
C -2.3684 8.1992 -2.8498
C -7.8992 0.0386 -0.4120
C 1.5389 -2.5312 -0.0754
C -1.6314 0.2419 -0.4776
C 0.4183 9.1683 1.7887
C -3.5087 7.7429 -1.9658
C 4.7967 -8.4918 -2.9715
C -0.5370 1.1582 -1.0174
C 1.6903 -12.0554 -2.5717
C 5.8333 -3.4669 -2.3650
C -6.6894 -0.3419 0.4128
C 5.9509 -7.1138 0.6865
C 0.6056 -0.6973 6.5573
C 1.5372 -1.3167 -0.1101
C -0.9134 2.8951 6.5913
C -5.7848 -4.1222 0.4941
C 0.4212 10.2903 2.8042
C 4.8471 -4.5743 -2.0810
C 3.2869 -8.5236 -2.9954
C -1.7462 6.0669 2.7071
C -1.7167 -1.1187 -1.1818
C -2.1284 3.0761 5.7054
C 0.5254 5.5925 -3.0204
H 0.7059 -11.6018 -2.6411
H 1.6233 -0.8186 -4.6401
H 1.3753 -3.5838 -0.0929
H -0.1479 9.4293 0.8937
H 1.0901 6.2259 -3.6984
H 5.1913 -9.0106 -2.0986
H 2.0386 -12.3990 -3.5418
H -0.2468 -1.1385 7.0664
H -5.7570 -0.0416 -0.0661
H 0.7930 0.7558 -4.5156
H -5.5300 -4.9213 -0.1987
H 4.5408 -5.0691 -3.0019
H -2.3715 4.1384 5.6454
H 3.4463 0.8352 -0.0847
H -1.0976 5.7767 3.5292
H -1.9491 2.7038 4.6978
H 1.4310 8.9126 1.4849
H 5.0537 -7.7006 0.5071
H -0.7774 2.1828 -0.7072
H 1.0185 -1.3945 5.8309
H -2.0346 9.1976 -2.5723
H -7.8504 -0.3839 -1.4143
H 0.7506 3.7415 -0.5688
H -0.0321 3.3796 6.1685
H -4.9333 -3.8700 1.1201
H 6.0935 -2.9337 -1.4526
H -1.4367 5.5996 1.7759
H 1.3693 -0.3773 7.2603
H -3.8863 6.7706 -2.2774
H -1.0865 3.3102 7.5826
H -2.6460 -1.1920 -1.7455
H -2.7821 5.8234 2.9335
H -1.7079 -1.9373 -0.4648
H -8.8148 -0.3171 0.0609
H -4.3252 8.4653 -2.0153
H -2.9855 2.5416 6.1152
H 5.1320 -7.4571 -2.9286
H 0.3668 -0.5736 -3.3991
H 0.6979 4.5405 -3.2468
H 1.6875 -12.8752 -1.8567
H 0.7857 5.7906 -1.9845
H -2.5858 0.7515 -0.6021
H -0.8581 -1.2653 -1.8345
H 3.9527 -4.1966 -1.5846
H 0.9258 11.1577 2.3767
H 6.7857 -7.4729 0.0905
H 2.8588 -8.1002 -2.0861
H -6.6511 -4.3966 1.0896
H 2.8932 -7.9664 -3.8426
H -0.6681 1.1524 -2.1073
H 6.7540 -3.8623 -2.7965
H 5.3781 -2.7507 -3.0496
H 6.2083 -7.1213 1.7433
H -2.6478 8.2156 -3.9048
H 0.9483 9.9868 3.7086
H -7.9445 1.1248 -0.4972
H 1.4739 1.0873 1.3858
H -6.7241 0.1182 1.3978
H 5.2129 -8.9678 -3.8597
H -3.1721 7.6632 -0.9337
H -0.5900 10.5810 3.0841